Record 1
DFT (wB97M-V/def2-TZVPD) results for a cluster of 2 separate species, C11H14Si in total.

```
26
Properties=species:S:1:pos:R:3:forces:R:3
C -3.200 -3.441 -0.586 0.5 -0.7 0.5
C -2.102 -3.688 -0.148 -0.3 0.5 0.2
C 1.027 0.105 -2.085 -1.0 0.8 2.0
C 0.870 -1.186 -1.592 0.0 -0.1 -1.3
C 0.667 1.116 -1.169 0.5 1.7 -2.6
C 0.132 0.917 0.118 1.3 3.2 -1.2
C 0.003 -0.341 0.516 -0.4 -4.0 2.5
C 0.402 -1.389 -0.355 -1.5 -2.1 2.4
C 0.716 2.520 -1.824 0.4 1.8 4.0
C -0.108 2.166 0.985 -2.8 -2.5 0.3
C -0.446 -0.704 1.970 -1.1 2.3 -1.6
Si -0.373 -3.930 0.353 0.3 1.9 -1.7
H -4.213 -3.474 -0.863 -0.5 0.3 -0.3
H 1.254 0.351 -3.121 0.2 -0.2 0.4
H 0.928 -2.019 -2.233 0.6 -0.9 -0.8
H -0.220 3.059 -1.625 -0.3 -0.5 -0.6
H 1.396 3.376 -1.276 -0.7 -2.5 -1.6
H 0.894 2.380 -2.848 0.4 0.5 -1.3
H -1.219 2.472 0.904 1.3 -0.9 1.0
H 0.325 2.034 1.989 -0.7 0.2 -0.3
H 0.265 2.997 0.542 1.9 2.3 -1.2
H -1.000 -1.613 1.959 -0.4 -0.6 0.2
H 0.415 -0.774 2.560 1.4 -0.5 1.0
H -1.056 0.125 2.448 0.5 -1.0 -0.8
H -0.183 -5.336 -0.235 0.7 1.1 0.3
H -0.049 -3.800 1.752 -0.1 -0.3 0.6
```
Forces are in eV/Å.

Calculated values
Relative energy (zero: lowest compared OMol25 entry of this formula, charge and spin) ... 141.6 kcal/mol
Gap between HOMO and LUMO ... 8.12 eV
E_HOMO ... -8.491 eV

---

Record 2
DFT (wB97M-V/def2-TZVPD) results for a structure of composition C24H36N8O7S2Ti.

```
78
Properties=species:S:1:pos:R:3:forces:R:3
Ti 0.572 0.493 -0.759 1.2 -0.3 0.1
C 0.881 -0.162 -3.780 0.0 0.2 1.0
C -0.574 -0.414 -3.490 0.1 0.3 -0.9
N -0.858 -0.558 -2.063 -1.0 -0.3 0.1
C -2.302 -0.242 -1.870 0.8 -0.3 0.4
C -2.489 1.231 -2.132 -0.1 0.8 -0.3
S -1.005 2.239 -1.801 -0.6 0.2 -0.2
C -0.200 2.588 -3.429 0.0 0.4 1.0
C 1.271 2.233 -3.431 0.3 1.5 -0.1
N 1.502 0.907 -2.958 -0.1 -1.5 0.9
H 1.026 0.020 -4.813 0.1 0.3 -1.3
H 1.399 -1.063 -3.548 0.7 -0.7 0.3
H -0.834 -1.332 -3.982 -0.2 -0.5 -0.4
H -1.197 0.354 -3.973 0.1 -0.4 0.6
H -0.665 -1.523 -1.782 -0.1 0.2 -0.1
H -2.556 -0.519 -0.855 -0.1 0.2 0.3
H -2.941 -0.822 -2.525 0.0 -0.2 -0.3
H -3.263 1.628 -1.490 -0.2 0.2 0.2
H -2.786 1.490 -3.150 -0.1 -0.2 0.0
H -0.225 3.647 -3.557 -0.4 0.9 0.0
H -0.789 2.177 -4.228 -0.1 -0.4 -0.2
H 1.872 2.969 -2.799 -0.9 -0.9 -0.8
H 1.566 2.382 -4.481 0.3 -0.1 0.1
H 2.495 0.697 -2.968 0.1 0.0 0.3
C 2.783 3.924 1.383 0.3 0.9 -0.1
C 2.431 2.693 0.695 -0.9 -1.2 -0.9
N 1.440 2.601 -0.133 0.0 0.3 0.1
O 0.757 3.780 -0.428 0.5 -0.5 0.5
C 3.159 1.414 0.865 0.2 -2.1 -0.5
C 4.548 1.193 1.435 0.0 0.9 0.0
N 2.522 0.401 0.345 -0.2 1.5 0.4
O 3.096 -0.795 0.462 0.3 -0.9 -0.5
H 3.231 4.632 0.658 -0.1 -0.1 0.6
H 3.439 3.708 2.196 0.8 0.0 0.3
H 1.920 4.377 1.873 -0.2 0.2 -0.2
H 0.880 4.382 0.322 -0.1 0.2 -0.1
H 5.069 2.152 1.567 -0.2 -0.3 0.0
H 5.171 0.582 0.759 -0.5 0.1 0.2
H 4.517 0.689 2.405 -0.1 0.0 -0.1
O 3.136 -1.397 -1.837 -0.9 0.5 1.3
C 2.492 -1.692 -0.594 0.3 0.2 -1.0
O 1.198 -1.364 -0.701 -0.3 0.3 0.0
C 2.828 -3.164 -0.252 -0.9 0.5 0.6
N 4.262 -3.379 -0.390 0.2 -0.6 0.1
C 4.370 -4.791 -0.815 1.2 0.6 -1.5
C 3.291 -4.919 -1.878 0.4 0.7 0.1
C 2.145 -4.148 -1.229 -0.8 0.9 -1.2
H 2.446 -3.405 0.741 0.1 0.3 0.3
H 4.726 -3.370 0.512 -0.1 0.7 0.0
H 3.959 -1.878 -1.734 1.0 -0.4 -0.2
H 4.137 -5.401 0.010 -0.3 -1.2 1.1
H 5.416 -4.997 -1.136 -0.8 0.0 0.0
H 3.060 -5.934 -2.146 -0.1 -0.4 -0.1
H 3.596 -4.368 -2.773 0.1 -0.3 0.0
H 1.403 -4.779 -0.751 0.2 -0.1 0.4
H 1.570 -3.584 -1.999 0.4 -0.3 0.5
O -8.536 1.725 3.642 -0.4 -0.3 0.0
S -7.260 2.297 3.978 -1.0 -0.8 0.7
O -6.726 3.104 2.913 0.9 0.4 0.0
O -7.125 2.759 5.348 0.1 0.6 -0.2
C -6.162 0.868 4.176 0.4 -0.6 0.0
N -6.556 -0.229 4.893 1.0 -0.2 -0.9
C -5.627 -1.188 5.035 -0.3 1.9 0.3
C -4.308 -1.024 4.605 0.1 -1.3 0.7
C -4.043 0.070 3.840 0.0 0.8 -1.0
N -4.963 1.022 3.618 0.3 -0.7 0.2
C -2.837 0.202 2.960 -0.4 -1.3 0.2
C -2.031 -0.917 2.636 0.0 1.3 0.2
C -1.041 -0.762 1.672 -0.7 -0.9 0.9
N -0.808 0.378 1.046 0.3 0.7 -0.5
C -1.588 1.427 1.412 1.4 0.6 -2.1
C -2.624 1.387 2.261 -0.7 0.5 1.3
H -5.882 -2.052 5.614 -0.4 -0.4 0.1
H -3.569 -1.770 4.924 -0.2 0.3 -0.5
H -2.156 -1.859 3.153 -0.1 0.0 -0.2
H -0.464 -1.620 1.403 0.5 -0.3 -0.3
H -1.348 2.322 0.843 -0.2 0.2 0.3
H -3.242 2.272 2.459 0.2 -0.5 -0.1
```
Forces are in eV/Å.

Calculated values
Relative energy (zero: lowest compared OMol25 entry of this formula, charge and spin) ... 29.7 kcal/mol
Gap between HOMO and LUMO (alpha / beta) ... 4.26 / 3.95 eV
E_HOMO (alpha / beta) ... -8.692 / -8.692 eV
Charge ... +1
Multiplicity ... 2
<S²> ... 0.75

---

Record 3
DFT (wB97M-V/def2-TZVPD) results for a structure of composition C20H31As3ClInS.

```
57
Properties=species:S:1:pos:R:3:forces:R:3
In -0.189 -1.809 -0.961 0.4 0.6 0.3
C 3.725 -2.106 -1.217 0.0 0.0 0.0
As 2.507 -1.047 -0.126 0.2 -0.3 -0.5
C 3.407 0.666 -0.191 -0.2 0.2 0.1
C 2.861 -1.684 1.662 -0.2 0.0 0.2
C 4.161 -1.974 2.067 0.0 0.1 0.0
C 4.411 -2.367 3.372 0.0 0.0 0.0
C 3.363 -2.471 4.277 0.0 0.0 0.0
C 2.065 -2.193 3.877 0.0 0.0 -0.1
C 1.799 -1.803 2.567 0.1 0.0 -0.1
As -0.026 -1.393 2.001 0.2 0.0 0.3
C -1.076 -2.335 3.341 -0.1 -0.1 -0.1
C -0.163 0.420 2.697 -0.1 0.1 -0.1
H 4.756 -1.788 -1.076 0.0 0.0 0.0
H 3.459 -1.979 -2.264 0.0 0.0 0.0
H 3.631 -3.158 -0.952 0.0 0.0 0.0
H 4.429 0.537 0.162 0.0 0.0 0.0
H 2.881 1.379 0.440 0.0 0.0 0.0
H 3.407 1.028 -1.217 0.0 0.0 0.0
H 4.985 -1.893 1.368 0.0 0.0 0.0
H 5.422 -2.592 3.684 0.0 0.0 0.0
H 3.558 -2.772 5.297 0.0 0.0 0.0
H 1.261 -2.291 4.595 0.0 0.0 0.0
H -0.940 -1.885 4.322 0.0 0.0 0.0
H -0.787 -3.384 3.374 0.0 0.0 0.0
H -2.130 -2.271 3.073 0.0 0.0 0.0
H 0.121 0.408 3.748 0.0 0.0 0.0
H -1.185 0.782 2.594 0.0 0.0 0.0
H 0.501 1.073 2.136 0.0 0.0 0.0
Cl -2.963 -3.609 -1.394 -0.3 -0.1 0.0
C -3.623 -2.452 -2.454 0.0 0.0 0.1
C -4.197 -2.856 -3.633 -0.1 0.0 -0.2
C -4.629 -1.887 -4.539 0.0 0.0 0.1
C -4.452 -0.511 -4.313 0.0 0.0 -0.1
C -3.878 -0.099 -3.150 0.0 -0.1 0.1
C -3.505 -1.052 -2.143 0.0 -0.1 -0.3
C -3.108 -0.608 -0.920 0.0 0.1 0.2
H -4.302 -3.908 -3.857 0.0 0.0 0.0
H -5.095 -2.217 -5.460 0.0 0.0 0.0
H -4.761 0.203 -5.063 0.0 0.0 0.0
H -3.703 0.950 -2.945 -0.1 0.0 0.0
H -3.011 -1.279 -0.075 0.1 0.0 0.0
H -2.993 0.453 -0.735 0.1 0.0 0.0
C 0.419 4.326 -2.402 0.0 0.1 -0.1
As -0.400 3.560 -0.850 0.0 -0.1 -0.1
C -2.201 4.219 -0.818 -0.1 0.1 0.0
C 0.476 4.332 0.667 0.0 0.1 0.1
S -0.310 1.454 -0.889 -0.1 -0.2 0.0
H 0.280 5.406 -2.389 0.0 0.0 0.0
H -0.045 3.903 -3.290 0.0 0.0 0.0
H 1.481 4.090 -2.399 0.0 0.0 0.0
H -2.185 5.307 -0.764 0.0 0.0 0.0
H -2.719 3.819 0.051 0.0 0.0 0.0
H -2.707 3.911 -1.731 0.0 0.0 0.0
H 0.442 5.418 0.573 0.0 0.0 0.0
H 1.512 4.002 0.691 0.0 0.0 0.0
H -0.033 4.027 1.578 0.0 0.0 0.0
```
Forces are in eV/Å.

Calculated values
Relative energy (zero: lowest compared OMol25 entry of this formula, charge and spin) ... 44.6 kcal/mol
Gap between HOMO and LUMO ... 5.13 eV
E_HOMO ... -13.444 eV
Charge ... +2

---

Record 4
DFT (wB97M-V/def2-TZVPD) results for the molecule C12H14N2O2.

```
30
Properties=species:S:1:pos:R:3:forces:R:3
C 0.423 -2.602 2.326 3.2 -1.1 1.2
C 1.111 -2.163 1.048 -2.6 -0.7 -0.2
C 2.585 -2.108 1.052 1.4 -1.9 -1.7
C 0.375 -0.963 0.560 3.9 1.3 -0.8
C 0.805 -0.427 -0.831 -1.1 -3.1 -1.2
C -0.175 0.599 -1.103 -0.1 2.0 0.9
N -0.729 0.629 -2.281 -1.0 1.1 -1.3
C -1.569 1.629 -2.546 0.8 -0.5 -1.5
O -2.045 1.590 -3.874 0.0 1.1 2.5
C -1.791 2.682 -1.635 -2.0 -0.2 -1.9
C -2.817 3.630 -1.943 -0.4 1.5 -0.4
N -3.592 4.468 -2.133 0.5 -0.8 0.2
C -1.287 2.638 -0.366 0.2 -0.9 1.5
C -0.497 1.520 -0.100 0.2 0.8 1.5
C -0.125 1.230 1.364 -0.1 -1.7 -1.4
O 0.742 0.043 1.465 -1.1 2.9 1.2
H 0.645 -2.005 3.241 0.1 -0.3 -0.8
H -0.610 -2.595 2.177 -1.7 -0.5 -0.1
H 0.896 -3.630 2.420 -1.3 0.9 0.7
H 0.797 -2.985 0.370 0.4 0.4 -0.1
H 2.823 -2.316 -0.078 0.5 0.8 2.1
H 2.904 -3.031 1.607 0.1 0.8 -0.5
H 3.101 -1.253 1.501 -0.4 0.0 -0.4
H -0.657 -1.073 0.617 -2.1 -0.7 -0.3
H 1.838 -0.073 -0.976 -0.3 -0.3 0.6
H 0.547 -1.209 -1.648 0.9 0.9 1.3
H -1.280 1.232 -4.322 0.1 -0.5 -0.5
H -1.626 3.380 0.430 0.7 -1.1 -1.2
H -1.117 1.081 1.834 0.5 -0.4 0.3
H 0.325 2.083 1.823 0.7 0.3 0.4
```
Forces are in eV/Å.

Calculated values
Relative energy (zero: lowest compared OMol25 entry of this formula, charge and spin) ... 65.0 kcal/mol
SMILES ... CC(C)[C@@H]1Cc2nc(O)c(C#N)cc2CO1
Gap between HOMO and LUMO ... 9.39 eV
E_HOMO ... -9.274 eV

---

Record 5
DFT (wB97M-V/def2-TZVPD) results for a cluster of 9 separate species, C3H25N2O9 in total.

```
39
Properties=species:S:1:pos:R:3:forces:R:3
C -1.255 1.314 1.700 -0.1 -0.3 0.0
N -0.499 2.325 0.966 -0.2 -0.2 -0.5
C 0.042 1.810 -0.307 -1.0 -0.6 0.6
O 1.333 1.330 -0.199 0.6 0.3 -0.7
C -2.742 1.222 1.263 0.1 0.3 -0.7
N -3.286 2.442 0.630 -0.2 -0.8 0.4
H -0.811 0.323 1.561 0.0 -0.1 0.2
H -1.224 1.535 2.770 0.1 0.2 0.0
H 0.286 2.635 1.513 0.2 0.1 0.2
H -0.657 1.013 -0.632 0.1 0.0 0.1
H -0.063 2.573 -1.082 0.6 0.2 0.0
H -2.860 0.437 0.514 0.1 -0.1 0.1
H -3.356 0.922 2.115 0.0 0.1 0.0
H -3.022 3.219 1.221 0.2 0.3 -0.4
H -2.809 2.529 -0.265 0.0 0.4 0.4
H -1.274 -1.732 -2.568 0.1 0.1 -0.1
H -1.458 -0.209 -2.625 -0.1 0.2 0.2
O -1.000 -0.929 -3.055 0.1 -0.2 -0.1
H 0.478 -3.607 0.018 0.1 -0.1 -0.2
H 1.469 -3.668 -1.134 0.2 0.5 -0.1
O 0.764 -4.179 -0.730 -0.4 -0.3 0.4
H 2.559 -0.584 1.567 -0.7 -0.1 0.1
H 1.486 0.426 0.417 -0.7 0.8 0.3
O 1.606 -0.508 1.366 1.0 -0.1 0.1
H 1.660 -0.885 -1.578 0.1 -0.6 0.0
H 1.933 -1.179 -0.135 0.0 -0.8 -0.4
O 1.998 -1.619 -1.033 -0.1 0.9 0.0
H 2.455 1.938 -1.801 -0.4 -0.5 0.0
H 1.959 1.054 -2.972 -0.1 0.0 0.3
O 2.591 1.739 -2.741 0.4 0.4 -0.3
H -2.087 -3.919 -1.335 -0.3 0.5 -0.3
H -0.672 -3.764 -1.648 0.3 0.5 -0.3
O -1.542 -3.404 -1.951 0.0 -1.0 0.6
H -0.145 -2.965 2.233 0.2 0.4 -0.1
H 0.503 -1.809 1.345 0.1 0.1 0.5
O -0.228 -2.476 1.406 -0.2 -0.4 -0.3
H 2.295 1.533 1.864 -0.2 -0.4 0.1
H 2.746 2.808 1.246 0.1 -0.2 0.2
O 2.826 2.308 2.073 0.1 0.6 -0.1
```
Forces are in eV/Å.

Calculated values
Gap between HOMO and LUMO ... 8.97 eV
E_HOMO ... -5.889 eV
Charge ... -1

---

| no. | E_tot (Ha) |
| --- | --- |
| 1 | -716.82859 |
| 2 | -3546.44453 |
| 3 | -8535.93297 |
| 4 | -725.59713 |
| 5 | -916.05189 |